The following is a quantum chemistry calculation of C46H49MnN4P3SSe2 as an isolated structure in a non-equilibrium geometry, from the OMol25 dataset.

```
106
Properties=species:S:1:pos:R:3:forces:R:3:mulliken_charge:R:1
Mn -0.690718 -0.434762 -2.420201 0.7062 -0.8307 -0.3649 0.277
Se -0.574528 -0.028613 4.748439 0.0281 -0.0400 -0.0658 -0.387
P 1.026859 0.016648 3.378470 -0.0769 0.1120 -0.1144 0.267
C 1.959202 1.557562 3.584152 0.0336 0.0477 0.0487 0.348
C 2.625949 1.805152 4.785642 0.0311 0.1212 0.0099 -0.273
C 3.187359 3.050731 5.027866 -0.0412 -0.0800 -0.0128 -0.841
C 3.059702 4.065763 4.084737 -0.0814 -0.0038 -0.0110 -0.655
C 2.382177 3.826709 2.897837 -0.0731 -0.0092 0.1365 -0.531
C 1.838529 2.572038 2.643130 0.0049 0.1306 0.0472 -0.164
C 2.153296 -1.376315 3.695926 0.0315 -0.0406 -0.0850 0.606
C 3.517708 -1.247303 3.917710 0.0807 -0.1030 0.0206 -0.122
C 4.295541 -2.372147 4.189203 -0.0339 0.1238 -0.0391 -0.654
C 3.707677 -3.624244 4.247038 -0.0023 -0.0466 0.0107 -0.547
C 2.338600 -3.756530 4.038644 -0.0599 0.0004 -0.0554 -0.754
C 1.565536 -2.639309 3.766118 0.0070 -0.1226 -0.0264 -0.619
C 0.542664 -0.065037 1.631872 -0.2781 0.2513 -0.1211 0.294
C 1.151826 -0.193335 0.359820 0.3917 -0.2830 0.3357 -1.127
N 0.142812 -0.241876 -0.517023 -0.5534 0.5316 0.0485 0.714
N -1.000957 -0.061071 0.125778 0.1358 -0.2398 0.6239 0.790
N -0.795752 0.041081 1.418889 0.3800 -0.1959 -0.2640 -1.158
P 2.816992 -0.199228 -0.365539 -0.0909 -0.0952 -0.2377 1.302
Se 2.815799 0.133669 -2.444805 0.0088 -0.0057 0.0977 -0.313
C 3.798989 1.071588 0.482304 -0.1045 -0.0079 0.1210 0.223
C 3.696454 2.383812 0.034685 0.1786 0.2974 -0.0448 -0.870
C 4.434422 3.387018 0.649514 0.0189 -0.1481 -0.2555 -0.881
C 5.283827 3.083131 1.707210 0.0144 0.0439 -0.0418 -0.495
C 5.396663 1.775447 2.146969 -0.0788 -0.1155 -0.0248 -0.793
C 4.651888 0.770984 1.533361 0.1999 0.0252 0.0814 -0.279
C 3.600218 -1.770358 0.071727 0.0324 -0.0438 -0.0753 0.110
C 4.973229 -1.911812 -0.135146 0.0799 -0.0779 0.0029 -0.309
C 5.581988 -3.144949 0.036503 0.0226 0.1063 -0.0437 -0.802
C 4.817177 -4.250709 0.391007 -0.0114 -0.0883 0.0376 -0.514
C 3.451051 -4.116021 0.579690 -0.0464 0.0811 0.0444 -0.840
C 2.839295 -2.874570 0.423541 0.0373 -0.1702 0.0567 -0.345
H 2.671371 1.031643 5.543697 0.0003 0.0172 -0.0136 0.471
H 3.705430 3.238064 5.962878 -0.0420 -0.0248 -0.0705 0.397
H 3.483180 5.045875 4.280743 -0.0286 -0.0757 -0.0152 0.410
H 2.277518 4.616933 2.161717 -0.0003 -0.0759 0.0709 0.500
H 1.306783 2.384204 1.716556 0.0183 0.0382 0.0780 0.396
H 3.978601 -0.270217 3.884561 0.0010 -0.0009 0.0293 0.404
H 5.362621 -2.265136 4.352673 -0.0664 0.0187 -0.0038 0.401
H 4.314291 -4.498886 4.459424 -0.0570 0.0654 -0.0310 0.378
H 1.873236 -4.735988 4.085970 0.0316 0.0919 -0.0018 0.430
H 0.493657 -2.729661 3.620990 0.0576 -0.0243 0.0195 0.433
H 3.059731 2.599041 -0.818392 0.0287 0.0268 0.0520 0.313
H 4.355333 4.408100 0.293138 -0.0138 -0.0428 0.0212 0.445
H 5.853233 3.868751 2.193354 -0.0356 -0.0503 -0.0574 0.398
H 6.063690 1.533983 2.967300 -0.0363 -0.0165 -0.0321 0.425
H 4.759565 -0.258143 1.849871 -0.0022 0.0924 0.0509 0.763
H 5.556607 -1.051998 -0.447602 -0.0048 -0.0711 -0.0129 0.465
H 6.649489 -3.250399 -0.128153 -0.0853 0.0243 0.0205 0.404
H 5.289641 -5.222004 0.511835 -0.0607 0.1184 -0.0152 0.392
H 2.852893 -4.978500 0.846524 -0.0067 0.0289 -0.0050 0.438
H 1.769365 -2.773156 0.553335 -0.0297 -0.0113 0.0049 0.547
S -0.775161 0.055498 -4.857303 0.1346 0.1941 0.1376 -0.579
C -0.420386 1.587704 -4.135633 0.0619 0.1954 0.0176 0.233
C -0.164825 2.795751 -4.819053 -0.0132 -0.2102 -0.0096 -0.846
C 0.176437 3.918994 -4.102982 -0.0151 -0.0064 0.0226 -0.276
C 0.262177 3.857143 -2.708937 0.0342 0.0684 0.0397 -1.114
C -0.028871 2.658249 -2.099071 -0.0689 -0.0742 0.0380 -0.440
N -0.378379 1.565389 -2.781020 -0.2824 0.7810 -0.3570 0.531
H -0.230508 2.799674 -5.899989 0.0171 0.0262 0.0616 0.466
H 0.379184 4.851137 -4.617759 0.0098 -0.0186 -0.0109 0.371
H 0.539093 4.716885 -2.110944 -0.0226 -0.0379 -0.0707 0.491
H -0.003572 2.553363 -1.018638 -0.0161 -0.0441 -0.0002 0.857
C -6.072352 0.238138 -2.792533 -0.1099 -0.0685 -0.0715 -1.700
C -4.666934 -0.056458 -3.325623 0.0639 0.0650 0.0155 2.032
C -4.155924 1.243877 -3.968613 -0.0344 0.0539 -0.0382 -1.551
C -4.736197 -1.121651 -4.424976 0.0423 0.0221 -0.0534 -1.767
P -3.383737 -0.582679 -2.009786 -0.4695 -0.0471 0.1509 1.020
C -3.803604 0.671966 -0.712128 -0.0388 -0.0865 0.0999 1.355
C -4.508493 0.462635 0.472294 -0.0089 0.0841 0.1161 -0.330
C -4.694390 1.487882 1.399367 -0.0057 -0.1058 -0.0752 -0.966
C -4.194687 2.756907 1.154365 0.0283 -0.0252 -0.0490 -0.664
C -3.495498 2.987759 -0.025070 -0.0097 -0.1148 -0.0374 -1.046
C -3.296610 1.955229 -0.933264 0.0003 0.1210 0.1791 -0.832
C -3.929532 -2.287549 -1.340281 0.0185 0.0225 0.0136 2.018
C -3.126169 -2.550077 -0.051653 -0.0628 0.1026 0.0732 -1.639
C -3.481209 -3.379609 -2.331911 -0.0402 -0.0497 -0.0039 -1.501
C -5.426667 -2.498650 -1.074260 -0.0052 -0.0816 0.0619 -2.072
H -6.680346 0.649614 -3.612178 0.0853 -0.0654 0.0966 0.524
H -6.048259 0.980024 -1.993709 -0.0003 0.0136 0.0007 0.237
H -6.581621 -0.650038 -2.418926 0.0329 0.0913 -0.0327 0.259
H -4.795967 1.477947 -4.830437 0.0624 -0.0229 0.0914 0.637
H -3.130883 1.142695 -4.326251 -0.0235 -0.0029 -0.0037 0.157
H -4.216214 2.088869 -3.278493 -0.0283 -0.0976 -0.0858 0.278
H -5.268831 -0.705829 -5.289758 0.0428 -0.0419 0.0695 0.537
H -5.278493 -2.011333 -4.101867 0.0363 0.0400 0.0063 0.270
H -3.736316 -1.417259 -4.756246 -0.0584 0.0103 0.0104 0.261
H -4.896985 -0.515227 0.716430 -0.0012 0.0680 -0.0237 0.183
H -5.221128 1.281364 2.326911 0.0555 0.0031 -0.1106 0.394
H -4.327022 3.548520 1.884936 0.0126 -0.0531 -0.0750 0.347
H -3.077007 3.967453 -0.230836 -0.0155 -0.0428 0.0031 0.439
H -2.703128 2.142092 -1.816149 0.0753 0.0087 -0.0109 0.414
H -2.060639 -2.548643 -0.274462 0.0804 0.0284 -0.0277 -0.009
H -3.395138 -3.548678 0.318546 0.0133 0.1156 -0.0263 0.673
H -3.306383 -1.824294 0.745210 0.0606 -0.1012 -0.1177 0.328
H -2.462722 -3.196196 -2.682877 0.0216 0.0331 0.0214 0.047
H -4.153586 -3.475204 -3.186207 0.0465 0.0365 0.0432 0.324
H -3.479277 -4.343531 -1.802139 -0.0577 0.1326 -0.0781 0.547
H -5.884911 -1.733806 -0.446786 0.0205 -0.0359 -0.0540 0.275
H -5.547663 -3.464798 -0.563408 0.0085 0.1150 -0.0697 0.546
H -5.993165 -2.556127 -2.006206 0.0481 -0.0010 0.0638 0.348
C -0.280743 -2.256808 -2.553370 -0.4493 -0.3542 0.1170 -1.218
H 0.083559 -2.927698 -1.775167 0.0637 0.0873 0.2176 0.248
H -0.208033 -2.716217 -3.536697 0.1009 0.0166 -0.2036 0.435
```
Forces are in eV/Å.

The molecular weight comes out at 995.773 u. As for the multiplicity: 5. The calculation puts the HOMO energy (spin up / spin down) at -2.52 / -3.31 eV. As for the LUMO energy (spin up / spin down): 2.25 / 2.25 eV. The total energy is -9377.46504 Eh. The calculation puts the orbital gap (spin up / spin down) at 4.77 / 5.55 eV. Its net charge is -1. Its energy relative to the best compared isomer or geometry (same formula, charge and spin) is 0.011 eV.

---

The following is a quantum chemistry calculation of C46H49N5O3SSiTeY as an isolated structure in a non-equilibrium geometry, from the OMol25 dataset.

```
107
Properties=species:S:1:pos:R:3:forces:R:3:mulliken_charge:R:1
Y 0.171234 -0.017544 -0.632792 0.5494 0.4855 -0.7922 0.033
O 2.272421 0.597399 3.529309 -0.0450 -0.0541 -0.0508 -0.819
C 1.256726 0.265300 4.345812 0.2004 -0.0183 0.0291 0.616
C 1.535870 0.225668 5.715595 -0.0743 -0.0034 -0.0537 -0.709
C 0.547503 -0.107071 6.615785 0.0004 -0.0101 0.0590 -0.410
C -0.739824 -0.418955 6.178837 0.0022 0.0116 -0.0609 -0.850
C -1.013771 -0.394036 4.827912 0.0097 0.0103 -0.0098 -0.468
C -0.031241 -0.056063 3.890272 -0.0286 0.4655 -0.0931 0.033
C -0.352143 -0.005408 2.443467 -0.1579 -0.5036 0.2398 1.005
O 0.523363 0.438101 1.619698 -0.1099 -0.2873 -0.0254 0.261
N -1.530138 -0.519829 2.097601 -0.0077 -0.1043 -0.3234 -1.277
N -1.555312 -0.777998 0.758093 -0.6154 -0.2395 0.4179 0.468
C -2.631334 -1.208329 0.208343 0.2077 -0.0914 -0.0061 -0.562
C -2.560954 -1.667744 -1.199482 -0.0438 0.0853 0.4559 0.933
C -3.686393 -2.137032 -1.861063 0.1810 -0.0217 -0.1821 -1.047
C -3.541041 -2.589775 -3.164434 0.0121 0.0305 0.0436 -0.240
C -2.293706 -2.552196 -3.765251 0.1086 0.0389 0.0382 -0.909
C -1.221141 -2.051372 -3.038741 -0.2133 -0.0145 -0.0371 -0.037
N -1.350209 -1.635670 -1.784758 -0.0281 0.1233 0.2103 -0.013
H 1.905735 0.657925 2.619657 0.0208 0.0180 0.0603 0.086
H 2.537578 0.469361 6.040509 0.0433 0.0086 -0.0088 0.505
H 0.777313 -0.126805 7.674075 0.0016 0.0050 -0.0014 0.398
H -1.513172 -0.677125 6.888646 -0.0092 -0.0042 0.0085 0.438
H -1.999770 -0.628657 4.455135 -0.0425 -0.0174 0.0068 0.501
H -3.559402 -1.290172 0.772260 0.0461 -0.0453 -0.0526 0.359
H -4.647858 -2.145632 -1.370408 -0.0326 0.0102 0.0654 0.456
H -4.399723 -2.963057 -3.705344 -0.0089 -0.0160 -0.0299 0.424
H -2.143579 -2.890010 -4.779492 -0.0165 -0.0118 -0.0287 0.402
H -0.231000 -1.965189 -3.470382 -0.0107 -0.0167 -0.0210 0.490
C 5.100631 -1.029664 -3.825579 0.0673 -0.0610 -0.0086 -1.003
Si 5.617518 -1.535825 -2.107362 -0.1008 0.1732 0.0898 0.145
C 6.693763 -0.221319 -1.327211 -0.0114 0.0214 -0.0685 -1.051
C 6.598414 -3.127387 -2.257001 -0.0812 -0.0231 0.0325 -1.152
C 4.178985 -1.873240 -0.923139 0.1029 -0.1475 -0.0235 0.217
C 4.381121 -2.804321 0.085342 -0.0908 -0.1345 0.1076 0.055
C 3.397248 -3.116148 1.023111 -0.0855 0.1190 -0.0839 -1.334
C 2.182613 -2.482042 0.893722 0.1585 -0.1771 0.0515 -0.245
N 1.956237 -1.583694 -0.063046 -0.1871 0.0775 -0.0711 -0.256
C 2.922613 -1.235262 -0.934212 0.1425 0.3512 -0.0910 0.504
S 2.517826 0.116532 -1.996728 0.1580 -0.3879 0.1221 -0.410
H 5.965468 -1.152194 -4.480782 0.0250 0.0088 -0.0929 0.327
H 4.767730 0.002584 -3.868479 -0.0001 0.0885 0.0208 0.315
H 4.290261 -1.646993 -4.210232 -0.0436 -0.0776 -0.0176 0.346
H 7.576695 -0.029296 -1.937829 0.0639 0.0202 -0.0378 0.337
H 7.029506 -0.521718 -0.335018 0.0179 -0.0411 0.0694 0.334
H 6.145518 0.714943 -1.225248 -0.0574 0.0558 0.0036 0.315
H 7.414538 -2.987769 -2.965171 0.0657 0.0263 -0.0691 0.340
H 5.970593 -3.937527 -2.629808 -0.0273 -0.0518 -0.0335 0.361
H 7.039939 -3.454424 -1.317377 0.0433 -0.0076 0.0917 0.337
H 5.334361 -3.311440 0.161238 0.0700 -0.0325 -0.0199 0.265
H 3.568059 -3.825863 1.817248 0.0234 -0.0418 0.0341 0.426
H 1.359767 -2.679832 1.572449 -0.0074 -0.0018 -0.0018 0.546
C -3.782712 8.480691 4.372412 -0.0214 0.0948 -0.0089 -1.593
C -3.218264 7.311013 3.617313 0.0209 -0.0467 0.0037 0.593
C -2.176391 7.469710 2.718278 -0.0161 -0.0668 -0.0357 -0.897
C -1.632917 6.391778 2.016212 -0.1614 0.1932 0.1542 1.078
C -0.529279 6.678803 1.041665 0.0861 -0.0895 -0.1716 -1.261
C -2.144663 5.117112 2.255501 0.3552 0.0915 -0.2330 -0.118
Te -1.353141 3.325029 1.296071 -0.1282 -0.1278 -0.2411 0.581
N -0.762845 2.070323 -0.490447 -0.1061 0.4003 -0.0041 -0.077
C -0.920377 2.161821 -1.783993 -0.0687 0.0296 -0.0988 0.902
O -0.701797 1.111547 -2.505508 0.1464 -0.1829 0.2273 -0.735
C -1.273899 3.400270 -2.545911 -0.0834 0.1134 0.1860 0.150
C -2.141669 4.367658 -2.052010 -0.0474 0.0044 0.0829 0.128
C -2.415218 5.508093 -2.791062 0.0053 0.0402 -0.0385 -0.835
C -1.811536 5.695559 -4.026607 -0.0332 -0.0058 0.0481 -0.401
C -0.952142 4.728248 -4.526991 -0.0141 0.0557 -0.0127 -0.662
C -0.695294 3.580804 -3.796405 0.0437 -0.0268 -0.0562 -0.558
C 0.632671 3.681152 1.916349 -0.0983 -0.0179 -0.0219 0.985
C 1.696100 3.937256 1.045989 0.0374 0.1135 0.0281 1.031
C 1.571918 4.130829 -0.437406 -0.0835 -0.0421 -0.1887 -1.223
C 2.971045 4.078873 1.588604 -0.0120 -0.0128 0.0228 -1.023
C 3.214680 3.986459 2.948032 -0.0952 -0.0170 0.0284 0.483
C 4.604955 4.083685 3.499941 0.0981 0.0306 0.0080 -1.740
C 2.132964 3.770484 3.786725 -0.0688 -0.0023 -0.0106 -0.496
C 0.841488 3.610032 3.299778 0.2092 0.0272 0.0431 0.877
C -0.253078 3.386225 4.303169 -0.0850 -0.0958 0.1365 -1.942
C -3.217668 4.933947 3.130264 -0.1236 0.0246 0.1114 0.929
C -3.822337 3.579680 3.377176 -0.1326 -0.1630 0.0643 -1.644
C -3.735741 6.033587 3.801941 0.0561 -0.0063 -0.0258 -0.870
H -3.386320 9.421929 3.992663 -0.0027 -0.0009 -0.0027 0.356
H -3.538236 8.423107 5.434220 0.0186 -0.0359 0.0199 0.302
H -4.869755 8.514246 4.291419 -0.0155 -0.0048 -0.0018 0.369
H -1.775320 8.460878 2.540209 0.0076 0.0507 -0.0003 0.374
H -0.607463 7.704084 0.681245 0.0415 0.0225 0.0083 0.507
H -0.567617 6.017510 0.173190 -0.0563 0.0326 0.0646 -0.185
H 0.453764 6.552505 1.499528 0.0221 -0.0223 0.0260 0.290
H -2.623324 4.231641 -1.090659 0.0421 -0.0198 -0.0662 0.515
H -3.099678 6.249837 -2.400400 -0.0089 0.0105 0.0027 0.447
H -2.015939 6.589429 -4.599493 -0.0087 0.0405 -0.0272 0.397
H -0.484842 4.869784 -5.491299 0.0335 -0.0045 -0.0515 0.410
H -0.040945 2.811899 -4.181076 0.0250 -0.0371 -0.0081 0.465
H 0.594344 4.509480 -0.733134 0.0155 -0.0495 0.0094 -0.253
H 1.731800 3.195193 -0.979791 0.0100 0.0192 0.0282 -0.017
H 2.329700 4.841568 -0.771342 -0.0314 -0.0221 -0.0237 0.592
H 3.796051 4.281094 0.915955 0.0449 -0.0007 -0.0433 0.447
H 5.263027 4.635948 2.830259 0.0054 0.0103 -0.0263 0.409
H 5.030292 3.088096 3.634783 0.0069 -0.0488 0.0086 0.286
H 4.611970 4.578612 4.469830 -0.0042 0.0148 0.0463 0.390
H 2.290139 3.697242 4.856348 0.0413 0.0016 0.0472 0.410
H 0.177863 3.018042 5.233583 -0.0399 0.0169 0.0584 0.478
H -0.985114 2.645653 3.971983 0.1138 0.0261 0.0042 -0.242
H -0.797251 4.309875 4.511672 0.0094 0.0200 -0.0034 0.450
H -4.248119 3.146842 2.468770 0.0122 0.0365 -0.0086 0.282
H -4.622108 3.654786 4.111383 -0.0406 -0.0102 0.0347 0.435
H -3.088353 2.861290 3.749705 -0.0487 0.0529 0.0056 0.246
H -4.561211 5.887747 4.488504 -0.0565 -0.0039 0.0402 0.392
```
Forces are in eV/Å.

The molecular weight comes out at 996.589 u. As for the multiplicity: 2. The calculation puts the HOMO energy (spin up / spin down) at -6.86 / -7.70 eV. As for the LUMO energy (spin up / spin down): -0.68 / -0.69 eV. The total energy is -3276.01644 Eh. The calculation puts the orbital gap (spin up / spin down) at 6.18 / 7.00 eV.